1.
Computed, not measured: C2H7CeO3 as an isolated structure at a distorted geometry, with the ωB97M-V functional and the def2-TZVPD basis.

Last column: Löwdin spin population.
Positions of all 13 atoms, in Å:
O (1.3340, -0.8959, 0.0159)  0.002
Ce (2.4708, 1.0291, -0.2488)  1.997
H (0.4199, -1.0733, -0.2805)  0.001
C (1.1438, -3.3990, 0.8782)  0.000
H (2.2115, -3.1572, 0.9846)  0.000
H (0.3161, -2.9496, 1.4429)  0.000
H (0.7952, -3.6031, -0.1468)  0.000
O (1.0552, -4.8760, 1.5767)  0.000
C (0.8638, -6.6616, 0.1427)  0.000
O (1.7842, -5.8447, 0.8317)  0.000
H (0.4181, -6.1263, -0.7102)  0.000
H (1.4443, -7.5195, -0.2207)  0.000
H (0.0741, -7.0109, 0.8223)  0.000

Values from the calculation:
**LUMO (spin up / spin down)**: -0.1939 / -0.2027 Eh
**DFT total energy**: -780.7723 a.u.
**Gap between HOMO and LUMO (spin up / spin down)**: 6.10 / 5.87 eV
**Spin multiplicity**: 3
**Net charge**: +1

=====

2.
Computed, not measured: a 2-piece molecular cluster, C2H7Cl2N2P overall at a distorted geometry, with the ωB97M-V functional and the def2-TZVPD basis.

Last column: Mulliken charge in e.
Positions of all 14 atoms, in Å:
C (0.3682, 0.2429, 1.5159)  -0.877
C (0.9109, 0.2937, -1.7812)  -0.764
N (0.0858, -0.9336, 0.7332)  -0.198
N (-0.3328, -0.7237, -0.5413)  -0.152
P (-1.8207, -0.1882, -0.8725)  0.281
Cl (-1.7848, 1.7369, -0.0483)  -0.268
Cl (-2.9224, -1.1582, 0.5139)  -0.203
H (1.3558, -0.0930, 2.0710)  0.319
H (0.6875, 1.1423, 1.0174)  0.306
H (-0.4992, 0.3432, 2.2432)  0.266
H (0.3633, 1.1744, -1.8293)  0.414
H (1.8315, 0.0623, -1.2835)  0.283
H (0.9321, -0.3211, -2.6022)  0.313
H (0.8248, -1.5778, 0.8638)  0.278

Values from the calculation:
**LUMO**: 0.0100 Eh
**DFT total energy**: -1451.5754 a.u.
**Gap between HOMO and LUMO**: 9.10 eV
**Net charge**: 0
**Energy relative to the best compared isomer or geometry (same formula, charge and spin)**: 269.2 kJ/mol

=====

Q: What is the DFT total energy in the first record?
A: -780.7723 a.u.

=====

Q: Which value of DFT total energy does entry 1 give?
A: -780.7723 a.u.

=====

Q: Look up the DFT total energy of the first one.
A: -780.7723 a.u.

=====

Q: Among the records above, which one has the lowest DFT total energy?
A: C2H7Cl2N2P